A structure of composition C16H20CuNO2P2. Source: the OMol25 dataset; level of theory: ωB97M-V with the def2-TZVPD basis set.

Calculated values
- E_LUMO (alpha / beta): -2.79 / -4.72 eV
- Spin multiplicity: 2
- E_HOMO (alpha / beta): -11.80 / -12.42 eV
- Total charge: +1
- ⟨S²⟩: 0.76

Last column: Löwdin spin population.
Element x y z (Å)
Cu -0.993 1.026 -0.529  0.5537
C -3.161 -1.483 0.418  0.0158
P -1.520 -1.193 -0.315  0.0741
C -1.462 -2.330 -1.724  0.0195
C -0.341 -1.795 0.930  -0.0009
C -0.018 -3.143 1.054  0.0008
C 0.861 -3.562 2.041  0.0003
C 1.416 -2.643 2.918  0.0013
C 1.098 -1.298 2.807  0.0044
C 0.224 -0.866 1.814  0.0125
P -0.217 0.880 1.616  0.1087
C -1.280 1.319 3.019  0.0118
C 1.294 1.860 1.826  0.0202
H -3.309 -2.537 0.653  0.0036
H -3.925 -1.159 -0.290  0.0008
H -3.265 -0.897 1.330  -0.0002
H -1.654 -3.358 -1.419  0.0042
H -0.498 -2.275 -2.227  0.0001
H -2.237 -2.028 -2.429  0.0005
H -0.446 -3.875 0.381  0.0001
H 1.111 -4.611 2.124  0.0000
H 2.101 -2.972 3.687  0.0002
H 1.537 -0.586 3.496  0.0004
H -0.780 1.123 3.968  0.0039
H -2.208 0.752 2.979  0.0000
H -1.517 2.381 2.942  0.0003
H 1.718 1.753 2.825  0.0052
H 1.040 2.906 1.655  0.0002
H 2.030 1.553 1.082  0.0001
O -0.336 4.657 -1.760  0.0180
C -0.380 3.472 -1.537  0.0048
O -1.137 2.883 -0.656  0.1020
C 0.529 2.536 -2.333  0.0017
C 1.386 3.024 -3.303  0.0002
C 2.206 2.132 -3.971  0.0006
C 2.151 0.784 -3.643  0.0004
C 1.266 0.376 -2.664  0.0026
N 0.466 1.233 -2.027  0.0277
H 1.387 4.087 -3.497  0.0004
H 2.887 2.480 -4.737  0.0000
H 2.782 0.057 -4.135  0.0001
H 1.196 -0.663 -2.368  0.0001


A structure of composition C16H20F3O12Rb. Source: the OMol25 dataset; level of theory: ωB97M-V with the def2-TZVPD basis set.

Calculated values
- E_LUMO: 3.40 eV
- E_HOMO: -0.73 eV
- Total charge: -2

Last column: Mulliken charge in e.
Element x y z (Å)
Rb 1.078 0.295 0.319  0.8949
C 2.807 0.556 -3.045  0.2718
O 3.163 -0.599 -3.821  -0.3625
O 3.032 0.495 -1.767  -0.8600
C 3.419 1.728 -3.801  0.5886
F 3.127 2.887 -3.224  -0.2202
F 4.760 1.660 -3.928  -0.3120
F 2.941 1.803 -5.075  -0.3154
C 2.668 -1.779 -3.264  0.4517
C 3.143 -2.937 -4.110  -1.2513
H 4.183 -2.792 -4.421  0.3206
H 3.191 -3.871 -3.542  0.3408
H 2.560 -3.029 -5.027  0.3247
H 1.562 -1.721 -3.271  -0.2867
H 2.966 -1.869 -2.216  0.2618
H 1.691 0.730 -3.174  -0.0287
C 0.077 3.462 3.721  -0.8646
C -0.884 4.498 3.624  0.6318
C -1.149 5.128 2.250  0.5643
O -1.933 6.079 2.181  -0.7702
C -0.423 4.648 1.138  -0.7813
C 0.526 3.608 1.224  0.4197
C 0.750 2.911 2.623  0.7983
O 1.516 1.915 2.675  -0.9027
O 1.154 3.204 0.223  -0.7888
O -1.580 4.861 4.582  -0.7703
H 0.260 2.995 4.683  0.2847
H -0.534 5.060 0.141  0.3301
C -0.531 -4.630 1.487  -0.7274
O -1.490 -3.974 0.672  -0.3678
C -1.052 -2.931 -0.032  0.9776
O 0.069 -2.488 0.010  -0.5286
O -2.033 -2.481 -0.791  -0.3397
C -1.709 -1.440 -1.714  -0.0385
H -0.764 -5.691 1.488  0.2542
H -0.565 -4.263 2.514  0.2668
H 0.467 -4.440 1.094  0.3246
H -1.689 -0.477 -1.200  0.0101
H -2.508 -1.417 -2.446  0.2460
H -0.742 -1.587 -2.193  0.0191
C -2.401 1.650 0.880  -0.6106
O -2.788 0.266 1.006  -0.2894
C -2.584 -0.334 2.164  0.8511
O -1.982 0.084 3.113  -0.5205
O -3.142 -1.560 2.076  -0.3161
C -2.947 -2.395 3.203  -0.7641
H -3.046 2.050 0.102  0.2604
H -1.355 1.735 0.617  -0.0064
H -2.594 2.238 1.777  0.4515
H -3.662 -2.181 4.000  0.3582
H -1.952 -2.242 3.626  0.3155
H -3.070 -3.416 2.853  0.2048


A structure of composition C16H20FN3O10P2Sn. Source: the OMol25 dataset; level of theory: ωB97M-V with the def2-TZVPD basis set.

Calculated values
- E_LUMO (alpha / beta): -9.45 / -8.11 eV
- E_HOMO (alpha / beta): -13.97 / -13.93 eV
- Total charge: +2

Last column: natural (NBO) charge in e.
Element x y z (Å)
Sn -0.610 0.126 0.001  1.6680
O 0.068 3.613 -2.473  -0.9630
P -0.532 2.361 -1.765  2.5492
O 0.146 1.046 -2.097  -1.1601
O -0.570 2.437 -0.245  -1.1651
O -2.014 2.409 -2.347  -1.0590
P -3.193 1.485 -1.775  2.5353
O -3.874 2.340 -0.654  -0.9528
O -4.106 1.078 -2.895  -0.5622
O -2.549 0.266 -1.136  -1.0545
H 1.028 3.611 -2.589  0.5360
H -4.709 2.777 -0.904  0.5453
C 5.586 -5.525 0.701  -0.6244
C 5.993 -4.055 0.728  -0.2064
N 4.885 -3.173 0.332  -0.3442
C 4.123 -2.642 1.297  0.1295
C 2.993 -1.921 1.060  -0.1852
C 2.193 -1.294 2.381  0.7966
O 2.925 -1.461 3.334  -0.3862
O 1.083 -0.883 2.088  -0.5360
C 2.474 -1.695 -0.258  0.5216
O 1.437 -1.124 -0.599  -0.6690
C 3.360 -2.264 -1.290  -0.1725
C 2.996 -2.079 -2.628  -0.1842
C 3.776 -2.570 -3.632  0.3360
F 3.382 -2.360 -4.902  -0.3134
C 4.990 -3.246 -3.380  0.2237
C 5.325 -3.445 -2.046  -0.3264
C 4.537 -2.967 -0.994  0.2702
N 5.827 -3.715 -4.395  -0.4723
C 5.384 -3.847 -5.786  -0.2288
C 6.432 -4.644 -6.573  -0.2416
N 7.050 -5.649 -5.654  -0.4920
C 7.894 -4.978 -4.603  -0.2278
C 7.273 -3.614 -4.286  -0.2399
H 6.450 -6.144 0.943  0.2391
H 5.209 -5.820 -0.278  0.2099
H 4.811 -5.719 1.442  0.2301
H 6.846 -3.873 0.078  0.2061
H 6.293 -3.769 1.733  0.2315
H 4.441 -2.809 2.316  0.2607
H 2.103 -1.514 -2.861  0.2765
H 6.231 -3.990 -1.823  0.2178
H 5.239 -2.888 -6.287  0.2347
H 4.435 -4.381 -5.802  0.2295
H 7.231 -4.017 -6.962  0.2333
H 5.963 -5.154 -7.411  0.2565
H 7.605 -6.332 -6.169  0.4520
H 6.292 -6.157 -5.194  0.4405
H 8.908 -4.862 -4.982  0.2423
H 7.917 -5.628 -3.731  0.2326
H 7.644 -2.862 -4.990  0.2110
H 7.578 -3.288 -3.297  0.2515


A structure of composition C16H20GaNOSe. Source: the OMol25 dataset; level of theory: ωB97M-V with the def2-TZVPD basis set.

Calculated values
- E_LUMO (alpha / beta): 4.51 / 4.53 eV
- E_HOMO (alpha / beta): 1.31 / 2.35 eV
- Total charge: -2

Last column: natural (NBO) charge in e.
Element x y z (Å)
Ga -0.221 0.126 0.093  1.7046
C 0.699 -1.990 1.651  -0.3646
C -0.733 -1.965 1.674  -0.3493
C -1.193 -2.176 0.355  -0.3639
H -1.418 -1.854 2.484  0.2124
C -0.047 -2.348 -0.485  -0.3649
C 1.112 -2.224 0.327  -0.3217
H 2.119 -2.310 0.025  0.2017
H 1.407 -1.862 2.439  0.2083
H -2.210 -2.225 0.082  0.2138
H -0.055 -2.771 -1.455  0.2149
C 1.545 1.801 0.742  -0.3113
C 2.362 0.680 0.395  -0.3657
C 2.180 0.419 -0.988  -0.3428
H 3.010 0.151 1.066  0.2094
C 1.280 1.388 -1.511  -0.3163
C 0.841 2.226 -0.426  -0.4704
H 0.234 3.105 -0.508  0.2186
H 1.491 2.284 1.694  0.2186
H 2.686 -0.314 -1.575  0.2097
H 1.074 1.544 -2.552  0.2351
O -1.165 -0.033 -1.493  -0.9424
C -0.790 0.284 -4.414  -0.3088
C -2.008 0.488 -3.647  -0.4638
C -0.305 -1.065 -4.675  -0.6019
C -0.161 1.424 -5.085  -0.6090
C -1.824 0.991 -2.196  -0.0369
H -2.565 -0.463 -3.603  0.1806
H -2.616 1.257 -4.156  0.1484
H -1.247 1.939 -2.186  0.1453
H -2.807 1.159 -1.721  0.1208
H -0.791 -1.518 -5.563  0.1031
H -0.497 -1.733 -3.815  0.2021
H 0.781 -1.071 -4.879  0.1713
H -0.583 1.612 -6.092  0.0996
H 0.920 1.253 -5.238  0.1749
H -0.279 2.362 -4.515  0.1778
Se 0.020 0.096 5.018  -0.3068
C -0.028 0.518 3.320  0.1461
N -0.220 0.817 2.176  -0.6764


Copy entry 2 word for word.
A structure of composition C16H20F3O12Rb. Source: the OMol25 dataset; level of theory: ωB97M-V with the def2-TZVPD basis set.

Calculated values
- E_LUMO: 3.40 eV
- E_HOMO: -0.73 eV
- Total charge: -2

Last column: Mulliken charge in e.
Element x y z (Å)
Rb 1.078 0.295 0.319  0.8949
C 2.807 0.556 -3.045  0.2718
O 3.163 -0.599 -3.821  -0.3625
O 3.032 0.495 -1.767  -0.8600
C 3.419 1.728 -3.801  0.5886
F 3.127 2.887 -3.224  -0.2202
F 4.760 1.660 -3.928  -0.3120
F 2.941 1.803 -5.075  -0.3154
C 2.668 -1.779 -3.264  0.4517
C 3.143 -2.937 -4.110  -1.2513
H 4.183 -2.792 -4.421  0.3206
H 3.191 -3.871 -3.542  0.3408
H 2.560 -3.029 -5.027  0.3247
H 1.562 -1.721 -3.271  -0.2867
H 2.966 -1.869 -2.216  0.2618
H 1.691 0.730 -3.174  -0.0287
C 0.077 3.462 3.721  -0.8646
C -0.884 4.498 3.624  0.6318
C -1.149 5.128 2.250  0.5643
O -1.933 6.079 2.181  -0.7702
C -0.423 4.648 1.138  -0.7813
C 0.526 3.608 1.224  0.4197
C 0.750 2.911 2.623  0.7983
O 1.516 1.915 2.675  -0.9027
O 1.154 3.204 0.223  -0.7888
O -1.580 4.861 4.582  -0.7703
H 0.260 2.995 4.683  0.2847
H -0.534 5.060 0.141  0.3301
C -0.531 -4.630 1.487  -0.7274
O -1.490 -3.974 0.672  -0.3678
C -1.052 -2.931 -0.032  0.9776
O 0.069 -2.488 0.010  -0.5286
O -2.033 -2.481 -0.791  -0.3397
C -1.709 -1.440 -1.714  -0.0385
H -0.764 -5.691 1.488  0.2542
H -0.565 -4.263 2.514  0.2668
H 0.467 -4.440 1.094  0.3246
H -1.689 -0.477 -1.200  0.0101
H -2.508 -1.417 -2.446  0.2460
H -0.742 -1.587 -2.193  0.0191
C -2.401 1.650 0.880  -0.6106
O -2.788 0.266 1.006  -0.2894
C -2.584 -0.334 2.164  0.8511
O -1.982 0.084 3.113  -0.5205
O -3.142 -1.560 2.076  -0.3161
C -2.947 -2.395 3.203  -0.7641
H -3.046 2.050 0.102  0.2604
H -1.355 1.735 0.617  -0.0064
H -2.594 2.238 1.777  0.4515
H -3.662 -2.181 4.000  0.3582
H -1.952 -2.242 3.626  0.3155
H -3.070 -3.416 2.853  0.2048